--- 1 ---
A molecular structure, C2H5N2O. Source: the OMol25 dataset; level of theory: the ωB97M-V functional and the def2-TZVPD basis.

The multiplicity is 3. Its charge is +1. The HOMO-LUMO gap (alpha / beta) is 0.2764 / 0.2879 Eh.

Last column: Mulliken charge in e.
Atoms and positions in Å:
O -0.33950 -1.02071 -0.00388  -0.045
N -1.50378 -0.32770 -0.01202  -0.077
N 0.16913 0.97872 -0.67457  0.000
C 0.64156 -0.23679 -0.50600  -0.125
C -1.16549 0.87235 -0.39452  0.063
H 0.89385 -1.38311 2.09416  0.097
H 0.57929 1.86282 -0.95037  0.251
H -1.83659 1.69400 -0.30947  0.397
H 1.60725 -0.48630 -0.81426  0.488
H 0.95430 -1.95328 1.57093  -0.049

---

--- 2 ---
A gas-phase ion, C2H5N2O (charge +1). Source: the OMol25 dataset; level of theory: the ωB97M-V functional and the def2-TZVPD basis.

The multiplicity is 3. Its charge is +1. The HOMO-LUMO gap (alpha / beta) is 0.3068 / 0.2698 Eh.

Last column: Mulliken charge in e.
Atoms and positions in Å:
O -0.11456 -0.81096 -1.94656  -0.363
N 0.25695 1.16903 -0.68021  -0.435
N -0.57739 -0.91465 1.47524  -0.274
C -0.25475 -1.42404 0.38567  -0.037
C -0.04220 -0.49605 -0.82841  0.302
H -0.85800 -1.54817 2.22073  0.295
H 0.57449 1.36338 0.28059  0.363
H 1.00126 1.37948 -1.35526  0.365
H -0.57704 1.72095 -0.88913  0.349
H -0.24989 -2.46222 0.04801  0.434

---

What should be chosen as the least stable of them? Choose 1.

---

--- 1 ---
2 unconnected molecules or ions with the total composition CH3F2NO. Source: the OMol25 dataset; level of theory: the ωB97M-V functional and the def2-TZVPD basis.

Its charge is 0. The HOMO-LUMO gap (alpha / beta) is 0.3681 / 0.3196 Eh.

Last column: Mulliken charge in e.
Atoms and positions in Å:
F -2.32865 -0.15361 -0.78581  -0.192
F -1.26033 -1.65439 0.49214  -0.192
O 0.95130 -0.30125 0.16587  -0.354
N 1.86646 0.48180 -0.29566  -0.163
C -1.52691 -0.36158 0.26521  0.182
H -1.82601 0.17129 1.18746  0.225
H 1.75256 1.38836 0.10565  0.248
H 2.37158 0.42939 -1.13487  0.245

---

--- 2 ---
2 unconnected molecules or ions with the total composition CH3F2NO. Source: the OMol25 dataset; level of theory: the ωB97M-V functional and the def2-TZVPD basis.

Its charge is 0. The HOMO-LUMO gap is 0.4384 Eh. The SMILES is N=C(F)F.O.

Last column: Mulliken charge in e.
Atoms and positions in Å:
F -0.52227 1.30357 -1.16420  -0.202
F -1.03818 1.59433 0.81639  -0.225
O 1.69516 -1.09652 0.04431  -0.621
N -1.48241 -0.39867 -0.12195  -0.423
C -1.03627 0.71825 -0.15643  0.561
H 1.51557 -0.09931 0.03917  0.309
H 2.62628 -1.14254 -0.24164  0.313
H -1.75788 -0.87911 0.78435  0.289

---

What should be chosen as the least stable of them? Choose 1.

---

--- 1 ---
2 unconnected molecules or ions with the total composition CH2N2O3S. Source: the OMol25 dataset; level of theory: the ωB97M-V functional and the def2-TZVPD basis.

The multiplicity is 3. Its charge is 0. The HOMO-LUMO gap (alpha / beta) is 0.3148 / 0.2753 Eh.

Last column: Mulliken charge in e.
Atoms and positions in Å:
S -0.76343 -0.54138 1.46203  0.104
O 1.49824 -0.46274 0.92709  -0.429
O -1.06316 1.87704 -0.04575  -0.521
O 2.17743 -0.06765 -1.17012  -0.405
N -1.02533 -0.39670 -0.12516  -0.416
N 1.47851 -0.24257 -0.22973  0.858
C -1.02196 0.80394 -0.61120  0.171
H -0.98882 0.80528 -1.68257  0.430
H -0.29147 -1.77522 1.47541  0.209

---

--- 2 ---
A single CH2N2O3S molecule. Source: the OMol25 dataset; level of theory: the ωB97M-V functional and the def2-TZVPD basis.

The multiplicity is 3. Its charge is 0. The HOMO-LUMO gap (alpha / beta) is 0.3149 / 0.2829 Eh.

Last column: Mulliken charge in e.
Atoms and positions in Å:
S 3.07078 0.07630 0.03420  0.893
O 3.75217 -0.65931 1.05756  -0.403
O 3.51083 -0.08550 -1.32464  -0.394
O 1.36000 -0.61773 0.10106  -0.353
N 0.42161 1.53076 0.11354  0.103
N 1.32179 2.21328 0.25308  -0.382
C 0.22874 0.07850 0.03312  0.052
H -0.44889 -0.12647 0.88640  0.237
H -0.33553 -0.06610 -0.90618  0.248

---

What should be chosen as the least stable of them? Choose 1.

---

--- 1 ---
2 unconnected molecules or ions with the total composition C2H2BrCl3. Source: the OMol25 dataset; level of theory: the ωB97M-V functional and the def2-TZVPD basis.

Its charge is 0. The HOMO-LUMO gap (alpha / beta) is 0.2909 / 0.2883 Eh.

Last column: Mulliken charge in e.
Atoms and positions in Å:
Br -1.08180 -2.67571 0.37987  -0.055
Cl -1.58928 -1.00516 -2.13557  -0.110
Cl -0.59819 0.79507 0.45723  0.016
Cl 1.57167 2.50767 0.00230  -0.129
C 0.70350 1.52926 1.07681  -0.131
C -0.53320 -1.26777 -0.78225  -0.296
H 1.02540 1.30490 2.13783  0.348
H 0.50190 -1.18825 -1.13621  0.356

---

--- 2 ---
A single C2H2BrCl3 molecule. Source: the OMol25 dataset; level of theory: the ωB97M-V functional and the def2-TZVPD basis.

Its charge is 0. The HOMO-LUMO gap is 0.4097 Eh. The SMILES is ClCC(Cl)(Cl)Br.

Last column: Mulliken charge in e.
Atoms and positions in Å:
Br -2.80121 -0.35851 -0.71252  -0.018
Cl -0.75497 -1.20231 -2.79513  -0.102
Cl 1.63599 0.46492 -1.25456  -0.120
Cl -1.20316 1.62739 -2.39311  -0.094
C -1.13944 0.05385 -1.59114  0.160
C 0.12015 0.03519 -0.50182  -0.547
H -0.13906 0.77370 0.26261  0.350
H 0.16320 -0.95799 -0.06000  0.370

---

What should be chosen as the least stable of them? Choose 1.

---

--- 1 ---
2 unconnected molecules or ions with the total composition C8H8N4O4. Source: the OMol25 dataset; level of theory: the ωB97M-V functional and the def2-TZVPD basis.

Its charge is 0. The HOMO-LUMO gap is 0.3494 Eh. The SMILES is O=c1cc[nH]c(=O)[nH]1.O=c1cc[nH]c(=O)[nH]1.

Last column: Mulliken charge in e.
Atoms and positions in Å:
O 0.53504 2.77194 -0.28758  -0.627
O -2.15159 0.57251 1.85739  -0.589
O -0.44287 -2.86038 -0.60254  -0.675
O 1.22755 -0.51992 2.93237  -0.621
N 2.23120 -0.61519 0.92985  -0.039
N 1.23701 1.39191 1.46859  -0.102
N -1.46519 -1.09953 0.52718  -0.061
N -2.45337 0.58285 -0.46367  -0.042
C 1.58602 0.13412 1.93041  0.287
C -2.03896 0.07576 0.77954  0.248
C 2.52659 -0.14197 -0.33343  -0.140
C 1.23148 1.80253 0.05035  0.397
C -1.33270 -1.01174 -1.81847  -0.820
C 1.89077 0.93021 -0.81566  -0.504
C -2.15727 0.08257 -1.68125  -0.051
C -0.92226 -1.69475 -0.64201  0.637
H 2.86635 -1.34608 1.29232  0.253
H 3.08798 -0.89838 -0.85139  0.392
H -2.46467 0.58031 -2.64430  0.318
H -1.25489 -1.49470 -2.71912  0.532
H 2.04998 0.99680 -1.91144  0.349
H -1.18591 -1.58097 1.36209  0.233
H -3.06032 1.43563 -0.40314  0.273
H 0.46002 1.90647 2.04394  0.350

---

--- 2 ---
2 unconnected molecules or ions with the total composition C8H8N4O4. Source: the OMol25 dataset; level of theory: the ωB97M-V functional and the def2-TZVPD basis.

Its charge is 0. The HOMO-LUMO gap is 0.3553 Eh. The SMILES is O=c1cc[nH]c(=O)[nH]1.O=c1cc[nH]c(=O)[nH]1.

Last column: Mulliken charge in e.
Atoms and positions in Å:
O 1.47899 0.14566 0.76064  -0.511
O 0.15106 -0.79558 -1.12973  -0.529
O -1.35234 -5.00205 -0.57989  -0.641
O 0.48827 3.09892 4.10284  -0.598
N 0.86483 1.73324 2.29845  -0.090
N 2.36414 2.27700 0.60130  -0.129
N -0.74829 -2.85957 -0.83170  -0.086
N -1.70663 -1.45700 -2.39981  -0.128
C -2.65296 -2.37945 -2.72134  -0.027
C 1.65539 3.99359 2.21257  -0.525
C 2.35954 3.61908 1.13815  -0.231
C -2.62354 -3.59000 -2.11871  -0.604
C -1.55293 -3.92417 -1.15681  0.603
C 1.58914 1.25713 1.15190  0.290
C -0.63410 -1.62701 -1.41100  0.234
C 1.05739 2.89603 3.04004  0.523
H 3.06785 2.10666 -0.21980  0.295
H 1.60862 4.99020 2.58471  0.393
H 0.23927 1.03420 2.67599  0.208
H -3.45343 -4.38974 -2.16700  0.282
H -3.34347 -1.95596 -3.45858  0.391
H -1.67055 -0.45340 -2.75875  0.266
H 2.85120 4.24137 0.41954  0.373
H -0.03747 -2.95915 -0.03299  0.241

---

What should be chosen as the least stable of them? Choose 1.

---

--- 1 ---
2 unconnected molecules or ions with the total composition C8H8N4O4. Source: the OMol25 dataset; level of theory: the ωB97M-V functional and the def2-TZVPD basis.

Its charge is 0. The HOMO-LUMO gap is 0.3196 Eh. The SMILES is O=c1cc[nH]c(=O)[nH]1.O=c1cc[nH]c(=O)[nH]1.

Last column: Mulliken charge in e.
Atoms and positions in Å:
O -4.33546 2.12798 0.73140  -0.529
O 2.01279 2.41242 -0.83378  -0.622
O 2.42559 -2.15109 -0.69055  -0.634
O -2.03114 -1.95594 1.69595  -0.602
N -2.45756 0.48224 0.94843  -0.275
N 3.47989 1.43918 0.56586  -0.077
N 2.39436 0.06513 -0.93854  -0.099
N -4.25098 0.46291 -0.81241  -0.118
C 4.21510 0.49757 1.15122  0.037
C 2.55773 1.34184 -0.51966  0.367
C 4.14129 -0.77749 0.57954  -0.674
C 3.01568 -1.06720 -0.40545  0.563
C -2.77544 -1.44315 -0.53865  -0.319
C -3.79248 1.08647 0.40017  0.291
C -3.53284 -0.59357 -1.31458  0.069
C -2.42255 -1.13965 0.73377  0.365
H 4.79061 -1.58983 0.79469  0.400
H 1.59523 -0.19214 -1.64698  0.295
H -2.63856 -2.51967 -0.97907  0.277
H -4.69244 1.04451 -1.42839  0.245
H -3.71057 -0.98141 -2.41884  0.286
H 3.57169 2.30703 0.85496  0.090
H 4.71122 0.57458 2.11887  0.351
H -2.27117 0.56929 1.95207  0.315

---

--- 2 ---
2 unconnected molecules or ions with the total composition C8H8N4O4. Source: the OMol25 dataset; level of theory: the ωB97M-V functional and the def2-TZVPD basis.

Its charge is 0. The HOMO-LUMO gap is 0.3469 Eh. The SMILES is O=c1cc[nH]c(=O)[nH]1.O=c1cc[nH]c(=O)[nH]1.

Last column: Mulliken charge in e.
Atoms and positions in Å:
O -0.83859 -2.04334 -0.54915  -0.545
O 0.28218 -0.78368 0.99247  -0.644
O 4.60844 -1.01955 0.10790  -0.607
O -1.89030 2.27139 0.20403  -0.631
N -3.63081 0.83501 0.30399  -0.182
N -1.44981 0.13744 -0.11906  -0.028
N 3.52282 0.84414 -0.34600  -0.165
N 2.35089 -0.75721 0.43812  -0.115
C -1.71596 -1.19313 -0.45834  0.796
C 2.43780 1.68854 -0.48189  -0.371
C 1.12314 -0.19150 0.32339  0.868
C -4.15566 -0.46592 -0.05544  -0.161
C -3.26494 -1.45204 -0.42711  -0.728
C -2.30162 1.17136 0.10570  0.529
C 1.15656 1.22008 -0.24706  -0.713
C 3.58542 -0.42561 0.00904  0.393
H 2.19315 -1.81056 0.73371  0.288
H 0.19304 1.79029 -0.25584  0.540
H -3.63434 -2.46174 -0.37036  0.350
H -4.23857 1.69418 0.51905  0.300
H -0.51624 0.40824 -0.33684  -0.072
H -5.16163 -0.72420 0.45649  0.286
H 4.51029 1.45688 -0.32540  0.312
H 2.62047 2.72208 -1.01198  0.299

---

What should be chosen as the least stable of them? Choose 2.